{"formula": "C36H76Li2N6O10", "method": "ωB97M-V with the def2-TZVPD basis set", "elements": ["Li", "Li", "N", "O", "O", "O", "N", "O", "O", "O", "C", "C", "C", "C", "C", "C", "N", "O", "C", "C", "C", "H", "H", "H", "H", "H", "H", "H", "H", "H", "H", "H", "H", "H", "H", "H", "H", "H", "H", "H", "C", "C", "C", "C", "C", "C", "N", "O", "C", "C", "C", "H", "H", "H", "H", "H", "H", "H", "H", "H", "H", "H", "H", "H", "H", "H", "H", "H", "H", "H", "C", "C", "C", "C", "C", "C", "N", "O", "C", "C", "C", "H", "H", "H", "H", "H", "H", "H", "H", "H", "H", "H", "H", "H", "H", "H", "H", "H", "H", "H", "C", "C", "C", "C", "C", "C", "N", "O", "C", "C", "C", "H", "H", "H", "H", "H", "H", "H", "H", "H", "H", "H", "H", "H", "H", "H", "H", "H", "H", "H"], "positions_angstrom": [[3.264199, -0.751957, -1.361742], [-0.184343, -2.652944, -1.700778], [0.538221, 0.372541, -1.063263], [0.245855, 0.620610, 0.134614], [1.667460, 0.581152, -1.515863], [-0.085088, -0.595726, -1.610821], [2.228916, -2.899740, -2.441339], [1.170992, -3.377095, -2.943943], [2.965259, -2.179130, -3.130142], [2.051291, -2.468762, -1.323066], [5.114824, -0.474180, 2.628741], [4.117014, -0.246294, 1.583685], [3.260101, 0.951013, 1.787091], [4.065670, 2.187229, 1.389697], [4.559732, 2.033029, -0.008318], [5.298777, 0.840290, -0.300348], [4.677001, -0.369798, 0.285121], [5.563265, -1.562928, 0.080266], [6.754672, 0.984584, 0.246153], [5.431585, 0.606511, -1.875280], [3.157854, -1.472544, 1.635831], [5.635343, -1.462610, 2.492975], [4.601474, -0.454691, 3.627404], [5.741696, 0.354977, 2.830979], [2.851573, 1.080301, 2.794153], [2.483530, 0.942117, 0.993584], [4.933493, 2.168142, 2.004768], [3.411829, 3.087524, 1.621937], [5.140179, 2.946597, -0.256011], [3.669527, 2.152006, -0.646673], [6.380103, -1.173349, 0.167060], [6.716122, 1.207262, 1.279525], [7.282769, 1.759186, -0.271270], [7.464924, 0.213393, 0.011098], [5.867853, -0.368327, -1.977954], [6.081871, 1.352373, -2.128907], [4.586092, 0.707066, -2.444357], [2.918227, -1.640941, 2.660158], [3.436516, -2.380557, 1.142786], [2.196924, -1.262192, 1.085666], [-6.270227, -0.240651, -2.214136], [-6.321697, 0.261166, -0.871184], [-6.852112, -0.721606, 0.088902], [-5.877509, -1.751487, 0.522065], [-4.648348, -1.074025, 1.012037], [-3.957944, -0.217695, 0.139341], [-4.968735, 0.687005, -0.438010], [-4.425737, 2.004684, -0.987473], [-3.167589, -0.955048, -0.955227], [-3.025218, 0.669784, 0.944397], [-7.149269, 1.490819, -0.887705], [-5.636821, -1.167881, -2.308561], [-5.818113, 0.483558, -2.861007], [-7.283252, -0.429744, -2.538879], [-7.679070, -1.296691, -0.368297], [-7.176206, -0.166332, 1.003052], [-5.680799, -2.393195, -0.246348], [-6.229429, -2.411483, 1.283460], [-4.027044, -1.959350, 1.337025], [-4.864714, -0.657959, 1.976877], [-3.511353, 1.885265, -1.240777], [-2.240657, -1.358768, -0.517177], [-3.013385, -0.294701, -1.823975], [-3.796455, -1.723457, -1.191152], [-2.336089, 0.036888, 1.579897], [-3.545598, 1.367662, 1.598066], [-2.334983, 1.179584, 0.348208], [-7.277420, 2.063533, 0.000133], [-8.185244, 1.177462, -1.196296], [-6.777997, 2.311153, -1.502351], [1.714790, 5.681901, 1.269060], [1.303479, 6.073345, -0.046340], [1.916524, 5.321453, -1.217423], [1.405104, 3.912549, -1.438849], [-0.144646, 3.865348, -1.581798], [-0.868066, 4.617436, -0.521648], [-0.126032, 5.904963, -0.200369], [-0.788433, 7.057443, -0.776143], [-0.845750, 3.761422, 0.763695], [-2.333885, 4.758153, -0.889373], [1.658758, 7.569259, -0.216463], [1.687164, 4.666057, 1.289346], [1.061032, 6.051805, 2.096938], [2.673564, 6.038087, 1.561078], [3.011350, 5.200390, -1.189719], [1.672058, 5.913540, -2.102929], [1.602537, 3.269687, -0.607508], [1.903432, 3.588532, -2.336619], [-0.491680, 2.778892, -1.441953], [-0.482752, 4.266666, -2.490189], [-0.390876, 7.261575, -1.579262], [-1.652698, 3.055663, 1.014847], [-0.943570, 4.428528, 1.609784], [0.061475, 3.248471, 1.113664], [-2.622858, 5.097174, -1.917910], [-2.751291, 5.429855, -0.181869], [-2.932325, 3.896213, -0.727587], [0.965739, 8.239192, 0.260719], [1.567526, 7.984966, -1.220777], [2.669836, 7.814638, 0.180683], [0.825799, -6.324305, -0.839300], [-0.520154, -5.876939, -0.526727], [-1.313837, -6.712271, 0.511154], [-1.006076, -6.257968, 1.972911], [-0.962141, -4.728806, 2.258713], [-0.143180, -4.086784, 1.352325], [-0.530781, -4.440578, -0.078088], [-1.698855, -3.651241, -0.523083], [1.348665, -4.370275, 1.585189], [-0.299071, -2.580766, 1.472769], [-1.284147, -5.927710, -1.898973], [1.435049, -5.564933, -1.357229], [0.996730, -7.070660, -1.606127], [1.418663, -6.567860, 0.000922], [-1.090978, -7.785915, 0.613854], [-2.358859, -6.656581, 0.352165], [-0.193406, -6.798585, 2.360282], [-1.909835, -6.684305, 2.519081], [-0.675230, -4.672602, 3.328779], [-1.921060, -4.231075, 2.351873], [-2.448434, -4.116549, -0.204269], [2.083010, -4.104067, 0.811170], [1.441364, -5.387662, 1.804999], [1.756200, -3.919454, 2.394093], [-1.322381, -2.375840, 1.388687], [0.138004, -1.998153, 0.676296], [0.026316, -2.201798, 2.401601], [-2.347318, -5.701009, -1.836075], [-1.261259, -6.898919, -2.317533], [-0.866594, -5.212226, -2.612668]], "forces_ev_per_a": [[-0.4794, -0.3542, -0.0343], [0.2717, 0.0797, 0.3851], [0.6648, -5.6557, 2.9201], [-0.1856, 1.6315, -1.6077], [1.1204, 2.0444, -0.6300], [-1.0976, 1.1316, -0.7450], [-4.3885, 5.6348, -2.9414], [0.6764, -2.7950, -1.1850], [2.6604, -1.6634, -1.3794], [1.0547, -0.5525, 5.7276], [0.2798, -1.0207, 3.0384], [-1.5461, -3.9385, 0.7901], [-0.1378, 1.8684, -2.1226], [-1.0554, 0.2065, 1.5361], [-2.4767, 3.8013, -0.6534], [2.8877, -3.0487, -1.7137], [0.0370, 0.3885, -3.5706], [-4.5053, 0.5220, 0.2994], [-0.4502, 0.3801, -1.1050], [0.7500, -1.2314, 3.9606], [-1.7356, 0.9329, -0.7091], [-0.2776, 1.2364, 0.2855], [0.0971, -0.6995, -0.7515], [1.3588, 0.6403, -0.4454], [0.0041, -0.5658, -0.2425], [-0.2559, -0.3180, 0.9331], [0.7420, 0.7397, 1.0323], [1.1997, -0.7660, -0.6796], [0.0990, -0.6336, -0.0529], [0.1513, -0.4418, -0.1470], [3.3748, 1.0881, 0.4727], [0.3557, 0.0968, 0.9711], [-0.1380, 1.1344, -0.2048], [-0.0159, -1.1356, 0.2578], [0.3299, -0.3823, -0.4997], [1.8432, 1.7518, -1.3150], [-2.5031, 0.2619, -1.1870], [-0.4049, -0.4475, 0.8043], [1.1032, -0.4573, 0.0481], [0.7666, 0.2854, 0.6623], [0.6634, -2.3584, -2.4971], [2.4594, 2.5713, 0.7199], [-1.7701, -0.7103, 1.7446], [-0.0671, 1.3685, 0.9683], [-0.3544, -4.7527, 3.3821], [1.7235, 3.9146, -2.5734], [0.8587, 1.3899, 1.0847], [-2.0373, -1.8858, 0.6409], [1.1569, 1.8017, 1.2648], [0.7027, -1.4426, 1.8066], [-2.4054, 1.1084, -0.8115], [-0.8089, 0.6802, 0.0858], [0.1694, 0.4914, -0.4947], [-0.2436, -0.3331, -0.5307], [-0.1926, 0.8313, 0.1899], [-0.1537, -0.4411, -0.6582], [0.8039, -1.7115, -2.4810], [-0.6834, -0.1896, 0.7870], [0.3389, 0.8759, -0.4237], [-0.2614, 0.9221, 0.4197], [0.3855, -0.7203, -0.2258], [-0.3121, 0.4077, -0.5191], [0.2741, -0.3913, 0.3647], [-1.3582, -2.3824, -1.3093], [-0.8129, 0.3963, -0.4837], [-0.1943, -0.0383, -0.0979], [0.9176, 0.9607, -1.0948], [0.0922, -0.3430, 1.5490], [0.7987, 0.5797, -0.0011], [0.0713, -0.6098, -0.8186], [-0.2623, 1.1558, 3.1166], [-0.3561, 2.1229, -3.0473], [0.9843, -0.5047, -0.1809], [-1.8050, 0.7061, -0.0711], [0.9759, -2.3108, 0.5351], [1.2191, -0.7795, 1.0839], [-3.4502, 1.0925, 0.0849], [-1.1134, -1.2915, 2.5890], [0.0667, 0.2392, 2.4636], [-0.1935, 1.4972, -0.8524], [0.3856, 0.8590, 0.0481], [0.1745, -3.1406, 0.6796], [0.0944, -0.1848, -0.9284], [1.1564, 0.0890, -0.1668], [-0.0662, 0.5900, 0.2197], [0.1387, -0.0262, -0.1476], [0.7166, -0.5548, 0.4809], [0.0115, -0.7504, -0.2470], [0.4482, 1.3613, -0.7934], [-0.1943, 0.2502, -1.7612], [1.1989, 0.2687, -2.5479], [0.0746, 0.1060, -1.1666], [-0.2826, 0.7397, 0.2117], [0.1631, -0.0817, -1.1150], [0.8207, 0.0361, 0.7832], [-0.5683, 1.0611, 0.4918], [0.0994, -1.3096, 0.1655], [-0.3265, -0.0940, 0.9870], [0.4711, -0.5607, -0.4097], [-0.5709, -0.4514, -0.4186], [3.1858, 0.5384, -1.0869], [-3.7283, 0.4586, -1.1113], [1.9925, 0.0607, 1.4689], [-3.8561, 0.1691, -0.0152], [-2.4211, -3.8043, 4.1189], [3.4205, 3.6319, -3.7111], [1.0358, 1.0269, -0.5811], [2.2737, -0.8043, 0.1622], [-0.4888, -1.0069, -2.8086], [-0.1129, -0.2050, -1.0156], [-0.2855, 1.2400, 0.6803], [-0.5528, 0.5638, 0.4638], [-1.0035, -0.9111, 0.2230], [0.5425, -0.5573, 1.0419], [0.1477, 0.1951, -1.0136], [-1.1475, 0.3456, -0.3932], [1.4118, -0.3239, 0.4657], [1.1409, 0.5161, -0.1776], [0.5810, 0.2906, -0.5001], [-0.7617, -0.3313, -0.6411], [-1.5229, -0.5234, 0.4454], [-0.8682, -0.1574, -0.3971], [0.4968, -1.8320, 0.0791], [0.4774, 1.8719, 2.9455], [-1.6612, 0.5710, 0.0974], [0.5715, -0.0030, -0.2438], [0.6126, 0.2470, 1.1551], [-0.0679, 0.1770, 0.3200], [0.4363, -1.1353, -0.3251], [0.2059, -0.1808, 0.0784]], "lumo_energy_ev": -0.01, "homo_energy_ev": -7.483, "gap_ev": 7.48}